Formula: C53H46I4MgN6O2S
Source: the OMol25 dataset
Level of theory: ωB97M-V/def2-TZVPD

Last column: Mulliken charge in e.
Atoms and positions in Å:
Mg  10.578  18.607  13.720  1.178
I  6.701  21.980  21.554  0.032
C  6.701  21.201  19.533  -0.469
C  6.608  19.806  19.301  -0.744
C  6.995  19.267  18.106  -0.543
C  7.442  20.031  17.017  1.101
C  7.501  21.448  17.282  -0.627
C  7.074  22.007  18.446  -0.645
C  7.959  19.528  15.756  1.030
C  8.178  20.371  14.638  -0.401
C  7.332  21.441  14.265  -1.386
C  7.729  21.878  13.002  -1.898
C  8.891  21.100  12.654  0.832
C  9.614  21.263  11.416  -0.198
C  9.241  22.313  10.461  0.102
C  9.239  22.085  9.041  -0.407
C  8.835  23.036  8.106  -0.697
C  8.410  24.328  8.510  -0.473
I  7.848  25.664  6.923  0.051
C  8.401  24.598  9.884  -0.547
C  8.818  23.619  10.814  -0.137
C  10.707  20.385  11.108  0.453
N  11.112  19.242  11.743  0.702
C  12.204  18.734  11.077  0.863
C  12.898  17.526  11.422  1.109
C  14.231  17.239  10.835  -0.114
C  14.576  17.458  9.489  -0.152
C  15.865  17.293  8.957  -0.819
C  16.929  16.879  9.776  -0.476
I  18.900  16.737  9.040  0.078
C  16.593  16.552  11.105  -0.608
C  15.289  16.734  11.592  -0.199
C  12.334  16.569  12.339  0.553
C  12.829  15.212  12.459  -1.577
C  11.937  14.559  13.279  -1.945
C  10.902  15.512  13.632  0.276
N  11.216  16.729  13.071  0.244
C  9.738  15.177  14.358  0.258
C  8.844  16.159  14.823  0.151
C  7.558  15.920  15.374  -1.673
C  7.084  17.159  15.825  -1.697
C  8.072  18.123  15.491  -0.309
N  9.121  17.516  14.855  1.242
C  9.438  13.766  14.638  0.367
C  9.697  12.727  13.742  -0.477
C  9.340  11.400  14.018  -0.757
C  8.868  11.038  15.275  -0.195
I  8.428  8.960  15.571  0.067
C  8.690  12.042  16.235  -0.700
C  8.965  13.361  15.898  -0.263
C  12.545  19.620  10.018  -1.593
C  11.648  20.672  10.042  -1.804
N  9.145  20.147  13.622  0.798
H  6.174  19.138  20.043  0.413
H  6.968  18.159  18.084  0.457
H  7.915  22.030  16.445  0.524
H  7.023  23.092  18.548  0.388
H  6.557  21.859  14.920  0.728
H  7.257  22.563  12.321  0.884
H  9.555  21.105  8.648  0.492
H  8.828  22.762  7.057  0.384
H  8.021  25.565  10.240  0.400
H  8.772  23.946  11.857  0.554
H  13.798  17.763  8.784  0.583
H  16.001  17.538  7.930  0.446
H  17.353  16.161  11.803  0.351
H  15.159  16.508  12.641  0.499
H  13.710  14.859  11.975  0.739
H  11.963  13.547  13.599  0.932
H  7.057  14.983  15.369  0.850
H  6.211  17.449  16.370  0.976
H  10.189  12.918  12.788  0.670
H  9.506  10.643  13.230  0.327
H  8.267  11.747  17.214  0.346
H  8.775  14.119  16.666  0.449
H  13.325  19.516  9.289  0.424
H  11.597  21.549  9.380  0.602
C  11.219  17.955  16.984  -0.887
O  11.739  18.574  15.780  -0.317
C  12.864  19.425  15.982  -0.399
C  13.910  19.182  14.947  -0.722
O  13.461  19.711  13.716  0.357
C  14.565  20.094  12.913  -1.143
H  11.973  17.237  17.342  0.330
H  10.305  17.412  16.757  0.047
H  11.017  18.718  17.740  0.411
H  13.311  19.276  16.972  0.631
H  12.472  20.480  15.917  -0.467
H  14.075  18.093  14.832  0.092
H  14.829  19.659  15.283  0.713
H  15.436  19.454  12.923  0.453
H  14.897  21.098  13.238  0.311
H  14.205  20.270  11.902  0.238
C  11.543  26.460  16.289  -1.083
C  12.671  26.047  15.352  -0.495
N  12.995  24.587  15.268  -0.106
C  12.213  23.707  14.537  -0.426
S  11.354  22.398  15.279  -0.183
N  12.117  23.955  13.205  0.531
C  13.224  24.382  12.370  -0.205
C  12.605  25.124  11.187  -1.184
H  11.456  27.545  16.277  0.384
H  11.795  26.158  17.346  0.291
H  10.562  25.991  16.056  0.250
H  13.620  26.551  15.628  0.373
H  12.454  26.377  14.329  0.253
H  13.087  24.269  16.223  0.362
H  11.441  23.359  12.711  -0.279
H  13.886  23.556  12.023  0.111
H  13.884  25.084  12.937  0.437
H  12.090  24.434  10.462  0.185
H  13.365  25.653  10.637  0.470
H  11.896  25.886  11.514  0.295

HOMO (alpha / beta) ... -6.52 / -6.47 eV
Electronic energy ... -117426.444 eV
Kohn-Sham gap (alpha / beta) ... 5.002 / 5.046 eV

Formula: C37H81N4O3
Source: the OMol25 dataset
Level of theory: ωB97M-V/def2-TZVPD

Last column: Mulliken charge in e.
Atoms and positions in Å:
C  -2.121  -4.042  3.250  -1.279
C  -3.203  -3.348  2.372  -0.463
C  -2.578  -2.530  1.261  -0.333
N  -3.487  -1.624  0.375  0.632
C  -2.715  -1.292  -0.964  -0.518
C  -3.379  -0.113  -1.642  -1.066
C  -3.762  1.099  -0.851  -0.259
C  -4.506  0.730  0.410  -1.603
C  -3.786  -0.356  1.223  -0.240
C  -4.812  -2.253  -0.027  -1.209
H  -2.530  -4.562  4.116  0.425
H  -1.395  -3.340  3.660  0.215
H  -1.547  -4.726  2.625  0.347
H  -3.759  -2.620  2.962  0.324
H  -3.867  -4.127  1.998  0.355
H  -2.188  -3.240  0.532  0.275
H  -1.709  -1.954  1.579  0.036
H  -1.731  -0.900  -0.708  -0.498
H  -2.506  -2.180  -1.561  0.751
H  -2.714  0.237  -2.432  -0.378
H  -4.206  -0.603  -2.156  0.776
H  -2.866  1.570  -0.448  -0.603
H  -4.243  1.851  -1.477  0.770
H  -4.468  1.617  1.044  0.659
H  -5.554  0.450  0.303  0.370
H  -2.840  0.045  1.587  -0.141
H  -4.415  -0.699  2.045  0.765
H  -4.612  -3.296  -0.269  0.382
H  -5.363  -1.655  -0.753  0.446
H  -5.370  -2.414  0.895  0.445
C  6.144  -2.159  0.804  -1.532
C  4.870  -1.250  0.833  0.378
C  4.811  -0.306  2.086  -0.741
N  3.365  0.439  2.227  0.295
C  2.211  -0.552  2.703  -1.616
C  0.998  0.184  3.299  1.063
C  1.301  1.272  4.288  -0.349
C  2.288  2.218  3.613  -0.015
C  3.599  1.571  3.255  -1.313
C  2.903  1.037  0.859  0.105
H  7.073  -1.719  1.166  0.390
H  6.343  -2.534  -0.200  0.400
H  6.005  -3.075  1.378  0.391
H  3.994  -1.897  0.784  0.015
H  4.938  -0.681  -0.094  0.424
H  5.554  0.490  2.029  0.532
H  4.987  -0.700  3.087  0.499
H  2.625  -1.150  3.514  0.723
H  2.095  -1.183  1.822  0.278
H  0.370  -0.478  3.894  0.787
H  0.309  0.498  2.514  -0.700
H  1.586  0.873  5.262  0.404
H  0.351  1.778  4.456  -0.004
H  2.557  3.067  4.241  0.689
H  1.905  2.737  2.734  -0.921
H  4.008  1.012  4.097  0.511
H  4.310  2.227  2.754  0.499
H  3.083  0.367  0.018  -1.113
H  3.452  1.961  0.675  0.167
H  1.828  1.167  0.985  0.001
C  -0.193  3.351  3.926  -1.610
C  -0.631  3.615  2.464  -0.391
C  0.269  2.865  1.475  0.163
N  0.082  3.307  -0.027  0.560
C  1.180  2.471  -0.806  0.478
C  0.927  2.343  -2.312  -0.497
C  -0.550  2.033  -2.649  0.164
C  -1.475  2.991  -1.928  -1.672
C  -1.341  2.973  -0.409  -0.506
C  0.331  4.811  -0.185  -0.972
H  0.819  3.754  3.973  0.426
H  -0.247  2.283  4.139  0.396
H  -0.766  3.894  4.677  0.524
H  -0.479  4.667  2.226  0.409
H  -1.702  3.412  2.437  0.305
H  0.146  1.795  1.303  -0.396
H  1.328  3.009  1.689  1.279
H  1.252  1.495  -0.327  -0.111
H  2.147  2.935  -0.614  0.633
H  1.587  1.535  -2.626  0.295
H  1.186  3.284  -2.797  0.659
H  -0.767  1.046  -2.239  -1.407
H  -0.590  2.115  -3.735  0.620
H  -2.461  2.601  -2.179  0.719
H  -1.404  4.025  -2.266  0.567
H  -1.583  1.948  -0.128  -0.212
H  -1.934  3.755  0.066  0.793
H  -0.431  5.443  0.271  0.458
H  0.389  5.137  -1.223  0.331
H  1.264  5.099  0.300  0.355
C  -3.260  -2.768  -4.429  -1.532
C  -2.108  -1.796  -4.234  0.429
C  -0.996  -2.588  -3.445  -0.712
N  0.381  -1.909  -3.320  0.747
C  1.301  -2.936  -2.654  -0.580
C  2.614  -2.232  -2.156  -1.218
C  2.293  -1.109  -1.122  1.540
C  1.597  -0.028  -1.911  0.529
C  0.244  -0.663  -2.419  -1.191
C  0.936  -1.542  -4.724  -0.995
H  -3.713  -3.026  -3.471  0.258
H  -3.007  -3.766  -4.786  0.396
H  -4.069  -2.443  -5.083  0.401
H  -2.436  -0.885  -3.735  -0.170
H  -1.769  -1.424  -5.201  0.550
H  -0.797  -3.573  -3.866  0.941
H  -1.392  -2.793  -2.451  0.597
H  0.791  -3.390  -1.805  0.437
H  1.542  -3.676  -3.418  0.531
H  3.168  -3.046  -1.687  0.464
H  3.336  -1.850  -2.878  0.424
H  1.668  -1.526  -0.333  0.285
H  3.187  -0.664  -0.684  -0.416
H  1.353  0.803  -1.250  -1.682
H  2.226  0.416  -2.682  1.208
H  -0.290  -0.992  -1.527  0.194
H  -0.343  0.110  -2.917  0.511
H  1.892  -1.099  -4.446  0.470
H  0.317  -0.732  -5.108  0.430
H  1.205  -2.454  -5.258  0.284
O  0.962  0.159  0.568  -0.471
C  -0.222  -0.143  0.364  -0.131
O  -0.679  -1.139  0.993  -0.652
O  -0.884  0.433  -0.525  -0.249
H  0.973  -0.660  1.069  -0.612

HOMO ... -17.11 eV
Electronic energy ... -51745.786 eV
Kohn-Sham gap ... 10.869 eV
Net charge ... +3

Formula: C5H13NS
Source: the OMol25 dataset
Level of theory: ωB97M-V/def2-TZVPD

Last column: Mulliken charge in e.
Atoms and positions in Å:
C  -0.775  -1.859  1.340  -1.097
N  -0.626  -0.894  0.287  0.120
C  -0.428  -1.529  -0.982  -1.123
C  -0.400  0.467  0.750  -0.385
C  -0.164  1.397  -0.448  -1.047
C  1.307  1.393  -0.908  -0.481
S  2.319  2.315  0.273  -0.250
H  -1.190  -1.420  2.248  0.331
H  -1.386  -2.724  1.054  0.297
H  0.172  -2.320  1.669  0.333
H  -0.292  -0.853  -1.828  0.344
H  0.507  -2.125  -1.016  0.334
H  -1.255  -2.189  -1.230  0.363
H  -1.366  0.749  1.195  0.331
H  0.352  0.586  1.533  0.369
H  -0.799  1.047  -1.268  0.355
H  -0.576  2.391  -0.277  0.438
H  1.705  0.382  -0.973  0.277
H  1.427  1.841  -1.894  0.381
H  1.467  3.345  0.476  0.108

HOMO ... -7.79 eV
SMILES ... CN(C)CCCS
Electronic energy ... -17720.119 eV
Kohn-Sham gap ... 8.715 eV

Formula: C3H4OS
Source: the OMol25 dataset
Level of theory: ωB97M-V/def2-TZVPD

Last column: Mulliken charge in e.
Atoms and positions in Å:
C  2.264  -0.081  -0.336  -0.361
C  1.346  -0.765  0.231  -0.372
C  -1.555  0.397  0.140  -0.230
O  -4.068  0.578  0.131  -0.493
S  -2.946  -0.334  -0.200  0.300
H  3.272  -0.462  -0.524  0.232
H  2.120  0.939  -0.674  0.231
H  0.986  -1.652  0.677  0.360
H  -1.419  1.380  0.555  0.333

HOMO (alpha / beta) ... -8.87 / -9.93 eV
Electronic energy ... -16051.439 eV
Kohn-Sham gap (alpha / beta) ... 7.204 / 9.700 eV

Formula: C16H39CrN3O7
Source: the OMol25 dataset
Level of theory: ωB97M-V/def2-TZVPD

Last column: Mulliken charge in e.
Atoms and positions in Å:
Cr  -2.545  3.110  -0.455  0.176
C  -6.261  1.779  -0.667  -1.040
C  -4.879  2.313  -0.569  1.312
O  -3.983  2.136  -1.482  -0.641
O  -4.453  2.969  0.432  -0.657
H  -6.968  2.589  -0.815  0.322
H  -6.466  1.296  0.292  0.344
H  -6.307  0.999  -1.422  0.320
C  -0.301  -0.074  0.235  -0.282
C  -1.145  1.109  -0.052  1.091
O  -2.073  1.498  0.736  -0.601
O  -1.073  1.775  -1.146  -0.543
H  0.022  0.008  1.274  0.024
H  0.591  -0.080  -0.387  0.358
H  -0.843  -1.008  0.111  0.044
C  0.476  -4.387  3.833  -1.144
C  -0.091  -5.022  2.586  0.214
C  0.060  -4.056  1.434  -0.075
O  -0.459  -4.684  0.248  -0.398
C  -0.984  -3.841  -0.709  -0.647
N  0.627  -6.301  2.331  -0.803
H  1.513  -4.082  3.661  0.036
H  0.469  -5.069  4.681  0.388
H  -0.086  -3.489  4.107  0.353
H  -1.138  -5.287  2.744  0.369
H  1.125  -3.873  1.260  0.082
H  -0.572  -3.177  1.628  0.278
H  -0.359  -2.959  -0.905  0.194
H  -2.014  -3.509  -0.487  0.271
H  -1.088  -4.393  -1.646  0.327
H  0.372  -6.579  1.380  0.348
H  1.610  -6.049  2.188  0.263
C  -1.859  4.189  -4.729  -1.415
C  -1.394  3.699  -3.371  0.427
C  -0.027  4.262  -3.004  -0.879
O  -0.140  5.641  -2.858  -0.403
C  1.052  6.270  -2.384  -0.772
N  -2.342  4.131  -2.273  -0.102
H  -1.210  3.707  -5.468  0.396
H  -1.684  5.256  -4.858  0.333
H  -2.882  3.921  -4.991  0.434
H  -1.248  2.620  -3.322  0.276
H  0.683  3.969  -3.788  0.435
H  0.313  3.768  -2.081  0.420
H  1.929  5.758  -2.775  0.341
H  1.060  6.295  -1.290  0.266
H  1.049  7.302  -2.726  0.259
H  -3.272  4.028  -2.679  0.322
H  -2.147  5.135  -2.173  0.332
C  4.390  -1.880  -0.194  -1.446
C  4.277  -1.872  1.321  0.245
C  3.494  -0.667  1.799  0.022
O  3.314  -0.782  3.193  -0.382
C  2.127  -0.224  3.688  -0.434
N  3.579  -3.080  1.786  -0.513
H  4.978  -2.731  -0.541  0.389
H  4.774  -0.925  -0.550  0.391
H  3.410  -2.078  -0.647  0.258
H  5.288  -1.814  1.746  0.352
H  2.516  -0.668  1.296  -0.358
H  4.048  0.248  1.559  0.439
H  1.264  -0.644  3.151  0.029
H  2.111  0.868  3.584  0.279
H  2.052  -0.491  4.737  0.279
H  4.179  -3.885  1.625  0.241
H  3.539  -2.987  2.800  0.254

HOMO (alpha / beta) ... -10.85 / -10.85 eV
Multiplicity ... 4
Electronic energy ... -64443.100 eV
Kohn-Sham gap (alpha / beta) ... 5.181 / 6.346 eV
Net charge ... +1

Formula: C7H12O2
Source: the OMol25 dataset
Level of theory: ωB97M-V/def2-TZVPD

Last column: Mulliken charge in e.
Atoms and positions in Å:
C  1.582  -0.219  -0.316  -0.022
C  2.052  -0.450  1.090  -1.192
C  -0.362  2.270  -0.072  -1.353
C  -0.916  -1.758  -0.353  -1.337
C  -0.753  0.858  -0.148  0.141
C  -0.483  -0.357  -0.307  0.910
C  -2.883  0.675  -0.091  -0.079
O  1.935  -1.184  -1.249  -0.539
O  -3.558  -0.292  0.163  -0.449
H  2.312  -1.960  -0.809  0.335
H  1.862  0.747  -0.727  0.358
H  -3.409  1.660  -0.282  0.251
H  1.609  -1.359  1.513  0.320
H  1.791  0.393  1.732  0.299
H  3.143  -0.586  1.135  0.404
H  -0.002  2.632  -1.038  0.309
H  -1.220  2.883  0.215  0.352
H  0.416  2.430  0.679  0.298
H  -1.983  -1.821  -0.592  0.398
H  -0.401  -2.304  -1.147  0.332
H  -0.732  -2.259  0.602  0.264

HOMO ... -6.88 eV
Electronic energy ... -11543.346 eV
Kohn-Sham gap ... 7.685 eV